Entry 1:
C3H10NP2 | the ωB97M-V functional and the def2-TZVPD basis

Energy above the lowest of the compared OMol25 structures with the same formula, charge and spin   0.691 eV
HOMO level   -0.485 Ha
Frontier orbital gap   9.5402 eV
SMILES   C[C@H]1[NH2+]C[PH]#[PH]1
Net charge   +1
Spin multiplicity   1
F_max   0.069 Eh/bohr

Last column: natural (NBO) charge in e.
Geometry (Å):
C -1.284 1.406 0.418  -0.449
C 0.309 -0.499 0.340  -0.271
C 1.445 -1.170 -0.380  -0.692
N -0.004 0.891 -0.200  -0.565
P -2.522 0.095 -0.351  0.234
P -1.281 -1.648 0.258  0.354
H -1.266 1.102 1.426  0.234
H -1.526 2.410 0.143  0.261
H 0.454 -0.288 1.424  0.240
H 1.472 -1.267 -1.422  0.244
H 1.482 -2.195 0.046  0.263
H 2.486 -0.752 -0.308  0.249
H -0.083 0.594 -1.256  0.443
H 0.794 1.649 -0.207  0.461
H -3.529 0.147 0.649  0.026
H -1.126 -1.966 -1.029  -0.031

---

Entry 2:
C58H125N3O10 | the ωB97M-V functional and the def2-TZVPD basis

Energy above the lowest of the compared OMol25 structures with the same formula, charge and spin   2.227 eV
HOMO level   -0.297 Ha
Frontier orbital gap   8.5026 eV
Net charge   0
Spin multiplicity   1
F_max   0.058 Eh/bohr

Last column: Mulliken charge in e.
Geometry (Å):
C 0.548 8.421 -1.242  -0.434
C 0.431 9.423 -0.159  -0.516
C 0.955 10.707 -0.755  -0.377
O 0.982 10.496 -2.178  -0.405
C 0.410 9.249 -2.461  -0.428
H -0.127 7.573 -1.124  0.321
H 1.564 8.036 -1.161  0.237
H 0.961 9.126 0.746  0.300
H -0.600 9.633 0.122  0.267
H 1.979 11.002 -0.526  0.253
H 0.333 11.552 -0.460  0.236
H 0.851 8.783 -3.342  0.296
H -0.631 9.479 -2.688  0.250
C 0.826 -2.091 1.150  -0.446
C -0.066 -2.304 -0.064  -0.504
C 0.077 -1.013 -0.907  -0.336
O 0.296 -0.024 0.123  -0.436
C 0.999 -0.565 1.266  -0.394
H 1.810 -2.556 1.086  0.262
H 0.364 -2.417 2.082  0.265
H -1.032 -2.597 0.348  0.252
H 0.292 -3.180 -0.606  0.275
H -0.822 -0.787 -1.479  0.275
H 1.009 -0.942 -1.468  0.264
H 0.593 -0.185 2.204  0.274
H 2.054 -0.317 1.155  0.248
C -7.972 6.749 -2.982  -0.526
C -6.611 7.083 -3.548  -0.519
C -6.093 5.779 -4.123  -0.388
O -7.298 5.235 -4.618  -0.418
C -8.459 5.717 -4.001  -0.344
H -8.614 7.630 -2.961  0.283
H -7.939 6.406 -1.948  0.268
H -5.974 7.645 -2.864  0.377
H -6.758 7.786 -4.367  0.234
H -5.699 5.085 -3.380  0.243
H -5.317 5.874 -4.882  0.279
H -8.849 4.853 -3.462  0.238
H -9.130 6.118 -4.760  0.273
C 4.201 -5.642 -5.331  -0.505
C 4.954 -6.188 -4.133  -0.573
C 6.042 -5.150 -3.861  -0.370
O 6.228 -4.501 -5.099  -0.410
C 5.364 -5.028 -6.148  -0.398
H 3.575 -4.824 -4.974  0.258
H 3.596 -6.420 -5.796  0.336
H 5.418 -7.137 -4.401  0.289
H 4.326 -6.285 -3.248  0.310
H 6.940 -5.698 -3.576  0.237
H 5.798 -4.444 -3.067  0.292
H 5.930 -5.798 -6.673  0.260
H 5.071 -4.208 -6.804  0.272
C 5.103 -8.347 4.506  -0.485
C 5.453 -9.382 3.496  -0.470
C 6.753 -8.912 2.856  -0.433
O 6.742 -7.511 3.061  -0.391
C 6.172 -7.221 4.323  -0.456
H 4.979 -8.746 5.513  0.343
H 4.126 -7.960 4.216  0.195
H 4.634 -9.431 2.779  0.230
H 5.522 -10.393 3.899  0.308
H 6.636 -9.162 1.802  0.277
H 7.654 -9.420 3.198  0.298
H 5.744 -6.224 4.423  0.328
H 6.926 -7.281 5.108  0.256
C -5.513 3.550 3.608  -0.470
C -6.196 2.837 4.759  -0.492
C -7.079 3.887 5.426  -0.375
O -6.862 5.038 4.682  -0.419
C -5.571 5.032 4.011  -0.427
H -6.074 3.464 2.677  0.238
H -4.472 3.264 3.458  0.317
H -5.386 2.538 5.424  0.257
H -6.760 1.955 4.455  0.287
H -6.713 4.079 6.435  0.215
H -8.134 3.687 5.612  0.302
H -4.702 5.376 4.572  0.265
H -5.544 5.662 3.122  0.303
C -4.461 -7.896 -7.282  -0.459
C -5.057 -7.823 -8.614  -0.552
C -3.893 -7.309 -9.509  -0.409
O -3.054 -6.552 -8.550  -0.400
C -3.632 -6.614 -7.262  -0.438
H -3.766 -8.727 -7.163  0.250
H -5.217 -7.960 -6.499  0.321
H -5.900 -7.136 -8.699  0.292
H -5.325 -8.815 -8.978  0.301
H -4.293 -6.673 -10.299  0.257
H -3.361 -8.129 -9.992  0.282
H -4.176 -5.721 -6.956  0.285
H -2.807 -6.715 -6.557  0.271
C -8.726 -1.859 -0.906  -0.465
C -8.825 -3.043 -0.017  -0.459
C -8.315 -4.134 -0.922  -0.406
O -7.198 -3.527 -1.528  -0.389
C -7.353 -2.098 -1.527  -0.437
H -8.741 -0.889 -0.410  0.297
H -9.481 -1.865 -1.692  0.263
H -9.824 -3.272 0.354  0.320
H -8.187 -2.964 0.863  0.238
H -9.006 -4.471 -1.694  0.252
H -7.935 -5.052 -0.473  0.260
H -7.203 -1.641 -2.505  0.273
H -6.530 -1.757 -0.899  0.253
C 0.401 0.750 -9.324  -0.453
C 1.547 1.497 -8.630  -0.405
C 0.879 2.410 -7.630  -0.481
O -0.408 1.865 -7.389  -0.399
C -0.869 1.358 -8.672  -0.461
H 0.420 -0.328 -9.162  0.252
H 0.392 0.940 -10.397  0.271
H 2.126 2.099 -9.331  0.296
H 2.200 0.782 -8.130  0.218
H 0.751 3.412 -8.039  0.260
H 1.336 2.652 -6.670  0.316
H -1.235 2.191 -9.272  0.283
H -1.631 0.593 -8.529  0.303
C 7.183 6.216 5.164  -0.574
C 8.050 7.402 5.549  -0.367
C 7.621 8.472 4.553  -0.413
O 6.402 7.992 3.904  -0.423
C 5.917 6.826 4.529  -0.395
H 6.948 5.560 6.003  0.341
H 7.646 5.572 4.417  0.261
H 9.091 7.122 5.385  0.257
H 7.796 7.755 6.549  0.288
H 8.359 8.773 3.809  0.247
H 7.356 9.442 4.972  0.234
H 5.509 6.169 3.760  0.272
H 5.159 7.148 5.242  0.271
C -1.022 7.192 14.350  -1.209
C -1.000 6.300 13.065  -0.525
N -1.287 7.163 11.907  0.005
C -0.744 6.603 10.661  -0.691
C -1.341 5.276 10.262  -1.000
C -2.737 7.421 11.802  -0.237
C -2.989 8.567 10.804  -1.407
H -1.992 7.648 14.550  0.303
H -0.390 8.069 14.212  0.331
H -0.602 6.656 15.201  0.382
H 0.024 5.950 12.935  0.390
H -1.640 5.419 13.090  0.310
H 0.343 6.531 10.710  0.390
H -0.860 7.385 9.911  0.374
H -1.024 4.512 10.972  0.267
H -1.025 4.988 9.259  0.391
H -2.431 5.280 10.255  0.272
H -3.333 6.542 11.557  0.292
H -3.017 7.822 12.776  0.304
H -3.070 8.120 9.813  0.288
H -3.915 9.095 11.033  0.416
H -2.152 9.262 10.747  0.353
C 7.373 2.619 -2.936  -1.433
C 8.318 3.208 -3.878  -0.259
N 9.178 4.260 -3.214  0.005
C 10.224 4.723 -4.133  -0.458
C 11.217 3.604 -4.432  -1.305
C 8.541 5.448 -2.536  -0.708
C 7.679 6.344 -3.504  -0.963
H 6.909 1.784 -3.461  0.439
H 6.630 3.335 -2.587  0.281
H 7.953 2.265 -2.083  0.325
H 8.944 2.415 -4.287  0.284
H 7.877 3.692 -4.750  0.398
H 9.796 5.210 -5.009  0.296
H 10.838 5.479 -3.644  0.387
H 10.766 2.842 -5.067  0.289
H 12.174 3.990 -4.783  0.405
H 11.416 3.086 -3.494  0.355
H 9.319 5.998 -2.007  0.400
H 7.941 5.072 -1.708  0.360
H 7.208 7.195 -3.011  0.397
H 6.872 5.733 -3.907  0.237
H 8.218 6.732 -4.368  0.267
C -2.906 -15.349 -0.853  -1.364
C -3.883 -14.380 -0.214  -0.461
N -3.702 -12.976 -0.604  0.022
C -2.521 -12.487 0.090  -0.310
C -2.224 -11.033 -0.343  -1.395
C -4.950 -12.226 -0.452  -0.701
C -5.434 -12.139 1.048  -0.974
H -1.885 -15.245 -0.485  0.339
H -2.867 -15.277 -1.940  0.316
H -3.191 -16.385 -0.669  0.416
H -4.834 -14.738 -0.607  0.383
H -3.942 -14.483 0.869  0.323
H -2.539 -12.599 1.175  0.363
H -1.660 -13.059 -0.256  0.333
H -2.987 -10.333 -0.001  0.315
H -1.320 -10.648 0.129  0.431
H -2.047 -11.030 -1.418  0.314
H -5.750 -12.629 -1.073  0.381
H -4.827 -11.216 -0.843  0.343
H -4.700 -11.568 1.617  0.257
H -5.655 -13.113 1.484  0.248
H -6.270 -11.470 1.253  0.420

---

Entry 3:
C5H10O | the ωB97M-V functional and the def2-TZVPD basis

Energy above the lowest of the compared OMol25 structures with the same formula, charge and spin   0.019 eV
HOMO level   -0.351 Ha
Frontier orbital gap   10.5309 eV
SMILES   CCC(=O)CC
Net charge   0
Spin multiplicity   1
F_max   0.009 Eh/bohr

Last column: natural (NBO) charge in e.
Geometry (Å):
C 2.513 0.548 -0.244  -0.606
C 1.324 -0.387 -0.078  -0.507
C -1.251 -0.534 -0.201  -0.508
C -2.516 0.065 0.402  -0.604
C -0.015 0.328 -0.001  0.604
O -0.095 1.517 0.228  -0.552
H 2.497 1.327 0.521  0.225
H 3.454 -0.007 -0.166  0.209
H 2.495 1.046 -1.219  0.211
H 1.284 -1.142 -0.875  0.216
H 1.411 -0.956 0.861  0.227
H -1.057 -1.539 0.195  0.214
H -2.339 0.367 1.439  0.214
H -2.839 0.953 -0.147  0.220
H -3.333 -0.664 0.388  0.209
H -1.358 -0.667 -1.288  0.229

---

Entry 4:
C3H4Si | the ωB97M-V functional and the def2-TZVPD basis

Energy above the lowest of the compared OMol25 structures with the same formula, charge and spin   4.366 eV
HOMO level   -0.324 Ha
Frontier orbital gap   8.0714 eV
SMILES   C#[SiH].C#C
Net charge   0
Spin multiplicity   1
F_max   0.069 Eh/bohr

Last column: natural (NBO) charge in e.
Geometry (Å):
C -1.347 0.776 0.816  -0.978
C 1.491 -0.195 -0.323  -0.240
C 2.619 -0.246 0.118  -0.249
Si -2.587 0.215 -0.226  0.925
H -0.707 -0.043 1.087  0.205
H 0.422 -0.144 -0.492  0.243
H 3.669 -0.407 0.262  0.236
H -3.560 0.044 -1.242  -0.143

---

Entry 5:
CH2F2N2O | the ωB97M-V functional and the def2-TZVPD basis

Energy above the lowest of the compared OMol25 structures with the same formula, charge and spin   1.514 eV
HOMO level   -0.364 Ha
Frontier orbital gap   10.5774 eV
SMILES   O=C=NNF.F
Net charge   0
Spin multiplicity   1
F_max   0.049 Eh/bohr

Last column: natural (NBO) charge in e.
Geometry (Å):
C -3.441 0.160 0.011  0.861
N -1.043 -0.279 -0.252  -0.047
N -2.286 -0.131 0.169  -0.405
O -4.570 0.427 0.061  -0.488
F -0.506 1.065 -0.556  -0.312
F 2.338 0.548 0.072  -0.563
H -0.265 -0.493 0.413  0.391
H 2.151 1.339 -0.343  0.563

---

Entry 6:
C14H28O28S7 | the ωB97M-V functional and the def2-TZVPD basis

Energy above the lowest of the compared OMol25 structures with the same formula, charge and spin   0.772 eV
HOMO level   -0.407 Ha
Frontier orbital gap   10.8840 eV
Net charge   0
Spin multiplicity   1
F_max   0.095 Eh/bohr

Last column: Mulliken charge in e.
Geometry (Å):
C 1.490 -0.225 -3.374  0.255
C 1.043 -1.629 -3.802  -0.008
O 2.068 -2.558 -3.268  -0.384
S 3.257 -1.801 -2.563  1.095
O 4.460 -2.274 -3.084  -0.614
O 3.028 -1.754 -1.173  -0.357
O 2.952 -0.403 -3.199  -0.387
H 1.066 0.128 -2.418  -0.234
H 1.382 0.544 -4.161  0.299
H 0.925 -1.749 -4.884  0.290
H 0.091 -1.917 -3.356  0.048
C 1.852 -3.229 1.498  -0.256
C 1.041 -3.931 0.446  0.114
O 0.041 -4.640 1.247  -0.421
S -0.425 -3.736 2.428  1.059
O -0.583 -4.492 3.612  -0.640
O -1.519 -2.943 2.012  -0.357
O 0.902 -2.941 2.520  -0.357
H 2.369 -2.330 1.148  0.236
H 2.598 -3.850 2.048  0.290
H 1.637 -4.593 -0.152  0.409
H 0.490 -3.193 -0.167  -0.079
C 3.747 3.791 -0.812  -0.264
C 3.570 2.399 -1.347  0.123
O 3.258 1.638 -0.097  -0.207
S 3.806 2.345 1.164  1.066
O 4.859 1.552 1.746  -0.638
O 2.650 2.736 1.925  -0.578
O 4.500 3.550 0.400  -0.375
H 2.895 4.375 -0.494  0.264
H 4.390 4.359 -1.480  0.377
H 4.483 1.974 -1.650  0.241
H 2.744 2.161 -1.958  -0.118
C -3.976 -3.420 -0.599  0.267
C -4.848 -2.779 -1.590  -0.249
O -6.073 -3.438 -1.343  -0.373
S -6.222 -3.754 0.240  1.023
O -6.497 -5.087 0.305  -0.520
O -7.029 -2.787 0.908  -0.551
O -4.747 -3.430 0.623  -0.190
H -3.058 -2.870 -0.394  -0.240
H -3.759 -4.481 -0.917  0.213
H -4.562 -2.940 -2.636  0.293
H -4.976 -1.693 -1.551  0.302
C -2.085 3.576 -3.086  0.308
C -1.708 2.913 -4.378  -0.385
O -0.249 2.922 -4.290  -0.242
S 0.240 4.251 -3.691  0.970
O 0.445 5.173 -4.768  -0.606
O 1.221 4.088 -2.712  -0.337
O -1.112 4.646 -3.044  -0.369
H -1.958 2.819 -2.288  -0.136
H -3.000 4.093 -2.951  0.340
H -1.998 3.473 -5.254  0.276
H -1.992 1.870 -4.439  0.315
C -2.151 0.079 1.904  -0.397
C -0.550 0.125 1.879  -0.076
O -0.236 -0.285 0.548  0.039
S -1.341 -0.076 -0.519  0.822
O -1.296 -1.256 -1.365  -0.539
O -1.146 1.205 -1.150  -0.563
O -2.569 -0.042 0.507  -0.454
H -2.458 1.031 2.355  0.479
H -2.650 -0.704 2.474  0.293
H -0.265 -0.627 2.610  0.140
H -0.159 1.157 2.124  0.205
C 2.140 1.415 5.397  -0.371
C 1.583 2.731 4.996  0.003
O 0.103 2.585 5.202  -0.329
S -0.283 1.117 5.320  1.014
O -1.245 0.817 4.295  -0.455
O -0.644 0.770 6.632  -0.577
O 1.102 0.520 4.884  -0.256
H 2.189 1.299 6.449  0.324
H 3.121 1.058 4.978  0.311
H 1.742 2.999 3.970  0.068
H 1.888 3.569 5.611  0.322